The following is a quantum chemistry calculation of a structure of composition C39H62InN4O2, from OMol25.

## Properties
Relative energy (zero: lowest compared OMol25 entry of this formula, charge and spin) in kJ/mol: 0.0
LUMO energy in eV: -2.2
Total charge: +1
E_HOMO in eV: -10.19
E_tot in eV: -56675.795

Each line ends with the Mulliken charge.
Geometry (Å):
In1 0.3905 -1.0091 1.2214  2.81
C1 1.0471 -1.1712 4.4420  -1.44
N1 0.0351 -0.5278 3.5903  0.61
C2 -1.3112 -1.0195 3.9321  -1.35
C3 0.1114 0.9394 3.7448  -1.32
C4 -0.4124 1.6829 2.5223  -0.71
N2 0.3459 1.3216 1.3246  0.28
C5 -0.3450 1.7136 0.0661  -0.84
C6 -1.8129 1.3811 0.0052  -0.25
C7 -2.6941 2.4152 -0.2879  -0.67
C8 -4.0441 2.1740 -0.4887  -0.55
C9 -4.4760 0.8686 -0.2871  -0.44
C10 -3.6524 -0.1953 0.0724  0.00
C11 -2.2654 0.0580 0.1233  0.18
O1 -1.3937 -0.9688 0.2445  -0.64
C12 -4.3249 -1.5564 0.3203  2.49
C13 -5.5647 -1.3741 1.2137  -1.75
C14 -4.7541 -2.1425 -1.0349  -1.75
C15 -3.4451 -2.5890 1.0354  -2.09
C16 -5.0261 3.2494 -0.9352  1.87
C17 -4.3776 4.6348 -1.0129  -2.08
C18 -6.2074 3.3307 0.0420  -1.64
C19 -5.5426 2.8895 -2.3383  -1.59
C20 1.7164 1.8835 1.3491  -1.13
C21 2.5397 1.5109 0.1475  0.73
C22 3.0473 2.5004 -0.6697  -0.76
C23 3.8319 2.1877 -1.7754  -0.69
C24 4.0371 0.8402 -2.0248  -0.27
C25 3.5423 -0.2035 -1.2360  -0.06
C26 2.8079 0.1493 -0.0893  0.19
O2 2.3821 -0.7576 0.8221  -1.13
C27 3.8363 -1.6288 -1.7413  2.48
C28 3.1519 -1.7841 -3.1119  -1.77
C29 5.3527 -1.8242 -1.8870  -1.79
C30 3.3192 -2.7689 -0.8559  -2.03
C31 4.4320 3.2962 -2.6326  2.02
C32 3.3238 4.2365 -3.1297  -1.64
C33 5.1797 2.7486 -3.8500  -2.05
C34 5.4245 4.0946 -1.7708  -1.63
H1 0.9930 -0.8022 5.4708  0.41
H2 0.8684 -2.2462 4.4688  0.36
H3 2.0449 -0.9742 4.0466  0.43
H4 -1.5468 -0.8217 4.9829  0.52
H5 -2.0573 -0.5306 3.3052  0.41
H6 -1.3689 -2.0931 3.7513  0.33
H7 -0.4629 1.2553 4.6217  0.51
H8 1.1513 1.2064 3.9218  0.58
H9 -1.4561 1.4187 2.3450  0.23
H10 -0.3606 2.7617 2.7132  0.49
H11 -0.2241 2.7918 -0.0850  0.68
H12 0.1760 1.2137 -0.7557  0.29
H13 -2.2972 3.4185 -0.3756  0.62
H14 -5.5304 0.6662 -0.4228  0.50
H15 -6.2672 -0.6422 0.8210  0.35
H16 -6.0972 -2.3229 1.2992  0.48
H17 -5.2734 -1.0515 2.2158  0.37
H18 -5.4774 -1.4986 -1.5362  0.33
H19 -3.8900 -2.2564 -1.6930  0.32
H20 -5.2131 -3.1238 -0.8920  0.47
H21 -3.0232 -2.1813 1.9572  0.20
H22 -4.0644 -3.4486 1.3018  0.59
H23 -2.6352 -2.9361 0.4028  0.08
H24 -4.0102 4.9625 -0.0379  0.40
H25 -3.5538 4.6530 -1.7287  0.38
H26 -5.1238 5.3552 -1.3491  0.44
H27 -5.8567 3.5572 1.0507  0.36
H28 -6.8907 4.1233 -0.2688  0.47
H29 -6.7735 2.3992 0.0769  0.32
H30 -4.7140 2.8355 -3.0467  0.36
H31 -6.0589 1.9283 -2.3443  0.31
H32 -6.2419 3.6540 -2.6827  0.47
H33 1.6425 2.9747 1.4264  0.29
H34 2.2321 1.5097 2.2350  0.43
H35 2.8228 3.5349 -0.4318  0.39
H36 4.6143 0.5666 -2.8965  0.40
H37 3.5400 -1.0763 -3.8438  0.37
H38 3.3047 -2.7936 -3.5009  0.47
H39 2.0776 -1.6094 -3.0138  0.28
H40 5.7946 -1.1387 -2.6091  0.32
H41 5.8476 -1.6704 -0.9262  0.40
H42 5.5668 -2.8412 -2.2223  0.47
H43 2.2293 -2.7634 -0.8156  0.05
H44 3.6376 -3.7218 -1.2856  0.62
H45 3.7077 -2.7024 0.1579  0.41
H46 2.5688 3.6822 -3.6904  0.36
H47 2.8329 4.7509 -2.3024  0.32
H48 3.7488 4.9959 -3.7883  0.46
H49 4.5172 2.1699 -4.4971  0.40
H50 5.5725 3.5799 -4.4365  0.45
H51 6.0247 2.1245 -3.5538  0.37
H52 4.9224 4.5600 -0.9212  0.33
H53 6.2096 3.4415 -1.3858  0.35
H54 5.8909 4.8835 -2.3644  0.46
C35 2.2054 -6.1604 2.8699  -1.38
C36 1.4292 -5.2286 2.0082  0.77
C37 0.7932 -5.4218 0.8017  -1.42
C38 0.2678 -4.1769 0.4221  0.61
N3 0.5430 -3.2789 1.3682  0.02
N4 1.2541 -3.9300 2.3178  0.09
C39 -0.4557 -3.8408 -0.8346  -1.44
H55 1.8736 -7.1830 2.7112  0.38
H56 2.0863 -5.9137 3.9246  0.37
H57 3.2659 -6.1066 2.6193  0.28
H58 0.7248 -6.3427 0.2484  0.50
H59 1.6555 -3.4334 3.0917  0.12
H60 -1.3394 -4.4700 -0.9376  0.46
H61 0.1854 -4.0315 -1.6960  0.42
H62 -0.7645 -2.7961 -0.8426  0.18